Entry 1:
Below is a cluster of 2 separate species, CH2BrNO in total in a non-equilibrium geometry, with properties calculated with ωB97M-V/def2-TZVPD.

Calculated values
frontier orbital gap (spin up / spin down)	6.89 / 6.89	eV
multiplicity	1
relative energy (zero: lowest compared OMol25 entry of this formula, charge and spin)	419.4	kJ/mol
largest force on an atom	3.5	eV/A
total charge	0
LUMO energy (spin up / spin down)	-0.0647 / -0.0647	Eh
highest occupied orbital energy (spin up / spin down)	-0.3179 / -0.3179	Ha

CARTESIAN COORDINATES (ANGSTROEM)
C 0.811 0.626 0.605
Br 1.604 -0.537 1.759
H -1.469 0.088 -1.181
N -0.730 -0.610 -1.170
O 0.780 1.784 0.515
H -0.997 -1.350 -0.527

Atomic forces in eV per Å
-2.419 0.862 -2.443
0.523 -0.794 0.602
-0.194 0.090 0.368
2.103 0.836 1.133
0.267 -1.076 0.131
-0.280 0.083 0.208


Entry 2:
Below is a structure of composition C26H34FN4O4PdSSiTe, with properties calculated with ωB97M-V/def2-TZVPD.

Calculated values
expectation value of S²	6.063
frontier orbital gap (spin up / spin down)	8.39 / 5.73	eV
multiplicity	5
relative energy (zero: lowest compared OMol25 entry of this formula, charge and spin)	27.9	kJ/mol
largest force on an atom	0.6	eV/A
total charge	+1
LUMO energy (spin up / spin down)	-0.0837 / -0.1837	Eh
highest occupied orbital energy (spin up / spin down)	-0.3919 / -0.3944	Ha

CARTESIAN COORDINATES (ANGSTROEM)
H 1.183 1.959 -0.140
H -1.459 3.047 3.697
C 1.634 2.085 4.756
H 3.094 -1.554 -4.814
Te 0.864 -1.103 -2.490
H 1.486 2.596 -1.758
C -3.495 -4.617 -1.812
H -1.041 5.323 -0.661
F -1.164 1.324 1.884
H -4.674 2.450 -1.701
H 1.229 -2.659 3.785
C -3.243 -4.436 0.577
C -1.307 5.464 -1.710
N 1.231 -0.100 1.817
C -2.458 -3.282 0.417
C -2.743 -3.490 -1.991
H 2.834 0.595 3.849
H 5.925 1.081 -2.862
H -2.953 3.223 -3.318
C 2.226 -2.216 3.728
C -2.194 -2.774 -0.893
C -0.508 2.532 3.735
H -3.439 2.147 -0.478
C -1.989 -2.675 1.638
C -3.689 2.756 -1.348
N -1.308 2.992 -2.096
H -1.920 0.764 -1.160
C -0.823 4.296 -2.558
C 4.162 -0.635 1.860
N -0.995 1.044 -0.860
H -2.551 -3.107 -2.986
Si 2.466 -1.399 2.066
H 0.809 3.650 -0.514
C -0.233 1.577 2.789
H -2.651 1.575 -2.842
N -4.550 -6.295 -0.327
O -1.517 -1.700 -1.136
C 0.978 0.813 2.761
H 4.206 -0.052 0.941
H 0.222 3.551 5.470
H 4.923 -1.418 1.791
H -3.908 -5.157 -2.653
C 0.807 2.631 -0.902
S 3.706 0.582 -1.984
C 0.429 2.797 4.723
H 1.120 -2.952 0.591
C -3.741 -5.088 -0.516
O -1.231 -1.716 1.774
C 1.892 1.120 3.821
O -4.999 -6.830 -1.323
H -2.390 5.577 -1.772
H 2.357 -1.574 4.597
H 5.483 -0.482 -4.920
Pd -0.041 -0.639 0.092
C 3.489 -0.881 -4.064
H -1.159 4.414 -3.588
H 4.443 0.021 2.685
H -2.367 -3.154 2.556
H 2.654 -3.618 1.097
C 2.174 -2.697 0.750
H 2.624 -2.440 -0.208
C 4.774 -0.304 -4.124
H 2.364 2.301 5.524
C -0.575 2.192 -1.303
C 5.027 0.514 -3.057
O -4.758 -6.664 0.815
H 0.263 4.276 -2.598
H -0.856 6.395 -2.056
H -3.457 -4.818 1.566
H -3.753 3.793 -1.020
C -2.669 2.603 -2.470
C 2.779 -0.505 -2.941
H 2.950 -3.033 3.806

Atomic forces in eV per Å
0.037 -0.086 0.081
0.015 -0.013 -0.006
0.020 0.011 0.020
0.002 0.016 0.034
0.110 0.008 0.152
-0.040 0.013 0.018
0.025 0.014 0.015
0.006 0.007 -0.007
-0.234 -0.116 -0.271
0.018 0.001 0.006
0.015 0.024 -0.002
0.000 -0.016 -0.055
-0.027 -0.014 0.010
0.106 0.071 0.049
0.031 0.039 0.021
-0.032 -0.028 -0.010
-0.018 -0.005 0.029
-0.043 -0.017 -0.003
0.000 0.029 -0.007
-0.070 -0.053 -0.106
0.056 0.102 0.045
0.013 0.033 0.053
-0.005 0.024 -0.026
-0.045 -0.038 -0.107
-0.033 0.004 0.047
-0.003 0.045 -0.007
0.005 -0.046 -0.020
0.015 -0.027 -0.024
-0.013 -0.123 0.033
0.098 0.134 -0.102
0.010 0.009 0.027
0.064 0.149 0.030
-0.016 -0.025 0.007
0.199 -0.006 0.111
0.003 -0.010 0.000
-0.347 0.098 0.087
0.056 -0.008 -0.033
0.010 0.026 -0.041
0.006 0.031 -0.076
0.009 -0.013 -0.009
-0.041 0.004 -0.001
-0.005 -0.005 -0.004
-0.084 0.079 -0.106
0.059 -0.050 0.116
0.001 0.018 0.023
-0.013 0.012 0.030
0.046 -0.090 0.055
0.120 0.087 0.043
0.026 -0.016 0.003
0.161 0.009 0.094
0.014 -0.007 0.009
0.016 0.053 -0.034
-0.020 0.007 0.025
-0.500 -0.303 -0.052
-0.060 -0.030 0.010
-0.014 0.013 -0.022
0.012 -0.050 -0.036
0.000 0.000 0.002
-0.006 0.025 -0.033
0.061 -0.006 0.083
0.010 0.037 -0.039
0.070 0.017 -0.010
-0.009 -0.016 -0.016
0.063 -0.079 0.172
0.011 0.010 -0.034
0.146 0.009 -0.184
-0.027 0.001 0.021
-0.008 -0.032 -0.009
-0.006 -0.011 0.002
-0.004 -0.009 -0.010
0.020 0.016 -0.007
-0.021 0.037 -0.066
-0.020 0.022 0.015


Entry 3:
Below is a structure of composition C23H27N3O2 in a non-equilibrium geometry, with properties calculated with ωB97M-V/def2-TZVPD.

Calculated values
frontier orbital gap	7.57	eV
multiplicity	1
relative energy (zero: lowest compared OMol25 entry of this formula, charge and spin)	1952.8	kJ/mol
largest force on an atom	15.8	eV/A
total charge	0
LUMO energy	0.0015	Eh
highest occupied orbital energy	-0.2766	Ha

CARTESIAN COORDINATES (ANGSTROEM)
N -0.208 1.651 -0.425
C -2.574 -0.797 0.261
H -5.986 1.052 0.199
C 4.184 -0.566 1.014
H -2.838 -1.809 0.516
C 0.951 1.150 -1.340
C -3.765 0.006 0.773
H -7.178 -1.092 -0.350
C -1.289 -0.647 1.087
H 3.438 -2.064 -2.881
C 0.418 3.973 -1.059
H 5.450 1.097 3.530
C 2.796 1.102 1.407
C 3.562 1.633 2.186
H 0.812 -1.179 1.339
C 2.581 -0.555 -0.574
C 3.089 -0.179 0.601
H 2.733 1.508 -2.048
H 1.814 1.756 1.233
H -5.896 0.635 1.887
N 0.093 -1.066 -0.654
H 5.148 -2.355 -0.226
H -7.136 -1.616 1.348
H -1.168 -2.716 -1.279
O -4.850 -0.741 0.486
C 1.800 3.266 -1.512
H -1.070 0.678 1.083
C -0.226 -1.220 0.643
C 1.780 2.049 -1.447
H -2.119 0.471 -1.239
C -0.417 2.984 -0.665
H 3.790 -3.609 -1.770
C -7.212 -0.675 0.670
H 2.427 3.870 -2.033
H -0.747 -1.288 -2.629
H -3.063 -0.880 -1.766
C 4.711 0.853 2.830
H -1.191 3.194 -0.280
H -7.987 -0.051 0.663
C -2.283 -0.617 -1.202
C -5.905 0.191 0.870
H 1.359 -0.736 -2.202
O -3.722 1.135 1.163
H 0.237 4.968 -1.193
H -0.401 -2.400 1.117
C -0.984 -1.561 -1.479
H 2.110 -3.180 -1.992
C 3.191 -2.657 -1.924
C 5.152 -0.154 1.934
C 1.123 -0.414 -1.101
H 6.099 -0.678 2.004
H 3.214 2.255 3.177
N 4.369 -1.682 -0.138
C 3.286 -1.638 -0.748
H -1.504 -0.654 2.135

Atomic forces in eV per Å
3.094 -0.126 -5.923
0.518 -0.820 2.143
0.514 -0.268 -0.144
8.983 -7.180 -1.803
-0.497 -0.984 -0.532
-11.447 -5.953 9.116
3.258 -1.530 -2.136
0.140 0.134 0.225
-8.139 11.615 3.788
-0.396 -1.411 1.299
6.041 -5.421 -2.218
0.289 1.157 1.315
-9.256 -2.778 -8.502
6.840 2.942 13.972
-2.636 0.854 -1.646
-6.252 -0.624 -0.548
-6.860 11.525 4.053
-1.353 1.436 1.493
1.831 -1.967 0.012
0.657 -0.859 -0.487
-3.445 -3.826 -0.769
-1.186 0.616 0.061
-0.812 1.965 -0.773
0.127 2.383 -0.490
-0.797 3.326 1.979
-7.072 12.637 1.995
-0.756 -3.775 -0.192
10.169 -7.966 4.121
11.251 -6.085 -5.940
0.677 -0.512 -0.904
8.456 -3.675 -1.933
-0.025 1.582 -0.237
5.032 -3.167 -0.017
2.387 1.456 -0.845
-0.192 -1.257 2.497
-3.102 -1.147 -2.406
0.451 -1.539 -5.994
-10.885 3.406 5.038
-3.663 2.005 0.871
3.566 -0.124 2.677
-4.014 -1.676 -0.625
-0.735 0.159 1.414
-0.375 0.259 0.504
-0.591 2.380 -0.138
0.503 1.362 -2.215
-0.923 1.685 -3.042
2.088 1.741 -0.075
-2.218 -0.941 -0.301
-1.134 0.983 2.356
6.440 3.978 -6.094
-0.164 -0.053 0.182
0.233 -0.165 -3.374
6.536 0.656 6.688
-1.026 -5.349 -8.213
-0.127 -1.062 0.717


Entry 4:
Below is an isolated molecule of C2H5N3O in a non-equilibrium geometry, with properties calculated with ωB97M-V/def2-TZVPD.

Calculated values
frontier orbital gap	9.25	eV
multiplicity	1
relative energy (zero: lowest compared OMol25 entry of this formula, charge and spin)	380.1	kJ/mol
largest force on an atom	3.5	eV/A
total charge	0
LUMO energy	0.0025	Eh
highest occupied orbital energy	-0.3375	Ha

CARTESIAN COORDINATES (ANGSTROEM)
H 1.987 0.343 -0.346
H -0.113 -1.220 2.170
N -1.387 0.166 0.424
O 0.989 -0.723 -2.350
C 0.932 0.578 -0.497
C -0.086 -0.218 0.526
H 0.638 1.627 -0.425
N 0.306 -0.049 -1.594
H -2.025 -0.045 1.175
H -1.718 0.474 -0.477
N 0.477 -0.932 1.394

Atomic forces in eV per Å
-0.209 0.015 0.077
-0.327 -0.359 -0.269
0.021 0.326 -0.106
-0.512 0.807 1.291
-1.494 -1.503 1.563
1.557 1.476 0.590
0.119 -0.139 -0.103
0.403 -0.505 -3.485
-0.015 -0.117 -0.315
-0.139 -0.077 0.254
0.596 0.075 0.502